1.
DFT (the ωB97M-V functional and the def2-TZVPD basis) results for a single C3H6IPS2 molecule in a non-equilibrium geometry.

```
13
Properties=species:S:1:pos:R:3:forces:R:3
C 0.1941 -0.1341 1.1652 -4.06 -0.42 1.11
C -0.7024 0.9646 0.5805 1.53 2.53 1.68
C -0.0490 -1.3199 0.1940 1.79 0.31 2.59
P 0.1107 0.2281 -2.0360 -0.73 -0.28 -0.95
S 0.2628 1.8366 -0.7713 -0.97 0.80 1.15
S 1.2447 -1.1812 -1.0291 0.77 -1.37 -0.63
I 1.6844 0.9677 -3.6816 0.39 0.12 -0.37
H 1.2051 0.0627 1.1438 2.03 0.91 0.17
H -0.1194 -0.2770 2.2615 0.32 -0.34 -1.56
H -1.6370 0.5979 0.3026 -1.31 -1.08 -1.40
H -1.1339 1.7141 1.3119 1.48 -0.21 -0.54
H -0.0710 -2.2052 0.7951 0.60 -1.06 -0.22
H -0.9889 -1.2543 -0.2367 -1.82 0.08 -1.01
```
Forces are in eV/Å.

Output
Energy above the lowest of the compared OMol25 structures with the same formula, charge and spin   0.0 kcal/mol
HOMO-LUMO gap   8.80 eV
E_LUMO   0.151 eV
Total charge   0
SMILES   IP1SCCCS1
Maximum force   0.082 Eh/bohr

Mulliken atomic charge list, values in e, 2 entries: C -0.46; C -0.94

2.
DFT (the ωB97M-V functional and the def2-TZVPD basis) results for a molecular structure, C3H6KO5 in a non-equilibrium geometry.

```
15
Properties=species:S:1:pos:R:3:forces:R:3
C -4.8906 1.1478 -3.7159 0.05 -0.33 0.49
C -5.4347 0.6489 -5.0520 0.09 -0.51 0.08
O -6.0907 1.7346 -5.7094 -0.33 0.37 -0.44
C -6.7179 1.5036 -6.8846 0.36 -0.01 0.32
O -6.7202 0.3454 -7.3681 -0.24 -0.39 -0.49
O -7.2512 2.5105 -7.4155 -0.43 0.32 -0.49
O -4.2613 0.1349 -3.0229 -0.46 -0.10 0.53
K -8.1885 1.1663 -9.4781 0.52 0.08 0.90
H -5.7491 1.5882 -3.1587 0.05 -0.04 -0.10
H -4.2115 2.0038 -3.9255 -0.04 -0.06 -0.05
H -6.1474 -0.1720 -4.8845 0.22 0.19 -0.02
H -4.6158 0.2706 -5.6832 -0.19 0.07 0.17
H -4.9329 -0.3919 -1.8588 -0.45 -0.43 0.94
O -5.4376 -0.8877 -0.8941 0.77 0.71 -1.71
H -5.4725 -0.2028 -0.2222 0.10 0.13 -0.12
```
Forces are in eV/Å.

Output
Energy above the lowest of the compared OMol25 structures with the same formula, charge and spin   0.0 kcal/mol
HOMO-LUMO gap   4.03 eV
E_LUMO   0.826 eV
Total charge   -1
Maximum force   0.039 Eh/bohr

Mulliken atomic charge list, values in e, 2 entries: C -0.44; C -0.23

3.
DFT (the ωB97M-V functional and the def2-TZVPD basis) results for a single C3H6N2 molecule in a non-equilibrium geometry.

```
11
Properties=species:S:1:pos:R:3:forces:R:3
C 0.0538 0.0317 1.4377 3.20 2.02 2.82
C -0.5292 -0.2722 -0.9426 0.71 -1.91 -1.81
C 0.8390 -0.2264 -1.6119 2.72 0.36 -1.39
H 0.4278 -0.9554 1.6269 -1.07 -1.14 -0.13
H 1.0741 0.4877 1.3943 -0.19 0.25 -0.15
H -0.3249 0.5349 2.4035 -0.13 -1.17 -1.59
H -0.7282 1.2985 0.0082 0.14 -0.23 1.69
H -1.2086 0.2007 -1.6819 0.21 -0.47 0.54
H -0.8089 -1.2933 -0.7568 0.04 -0.96 -0.98
N -0.6688 0.3101 0.2920 -2.44 3.64 -0.81
N 1.8740 -0.1164 -2.1694 -3.20 -0.39 1.81
```
Forces are in eV/Å.

Output
Energy above the lowest of the compared OMol25 structures with the same formula, charge and spin   41.2 kcal/mol
HOMO-LUMO gap   10.15 eV
E_LUMO   0.786 eV
Total charge   0
SMILES   CNCC#N
Maximum force   0.092 Eh/bohr

Mulliken atomic charge list, values in e, 2 entries: C -0.89; C -0.59

4.
DFT (the ωB97M-V functional and the def2-TZVPD basis) results for a single C3H6N2 molecule in a non-equilibrium geometry.

```
11
Properties=species:S:1:pos:R:3:forces:R:3
C 1.9622 0.0921 -0.1994 0.76 0.60 1.04
C 0.7427 -0.2788 -1.0053 -1.59 0.65 1.05
C -1.7988 -0.2495 1.1676 2.72 2.53 -2.87
H 1.5210 0.8588 0.6377 1.78 -1.95 -1.85
H 2.7141 0.6140 -0.9638 -1.45 -1.04 1.92
H 2.5274 -0.8865 0.2794 -1.52 2.61 -1.10
H 0.9444 -0.7501 -1.9692 -0.56 0.07 0.10
H -2.0569 0.1357 2.1371 -0.09 -0.06 0.38
H -2.5865 -1.2042 0.7478 3.17 3.09 0.68
N -0.5074 -0.0353 -0.6672 2.98 -0.29 -1.15
N -0.7069 0.5851 0.5749 -6.20 -6.22 1.80
```
Forces are in eV/Å.

Output
Energy above the lowest of the compared OMol25 structures with the same formula, charge and spin   109.6 kcal/mol
HOMO-LUMO gap   9.22 eV
E_LUMO   0.092 eV
Total charge   0
SMILES   C=N/N=C\C
Maximum force   0.174 Eh/bohr

Mulliken atomic charge list, values in e, 2 entries: C -0.68; C 0.04

5.
DFT (the ωB97M-V functional and the def2-TZVPD basis) results for a single C3H6N2 molecule in a non-equilibrium geometry.

```
11
Properties=species:S:1:pos:R:3:forces:R:3
C -0.3060 1.5558 -0.2216 1.60 -1.87 0.74
C -0.9867 -1.2331 -0.3876 -0.69 -1.08 -2.11
C 1.2753 1.5024 -0.2894 1.23 0.44 1.94
N 0.4056 0.4718 0.0490 -1.69 3.95 -2.07
N 0.2696 -0.8190 0.0657 0.43 -2.70 0.73
H -1.1245 -1.2699 -1.5154 0.21 0.56 0.99
H -1.7233 -0.6204 0.0547 -1.04 0.42 0.39
H 1.8218 1.5495 -1.2221 -0.15 -0.13 -0.33
H 1.8614 1.6839 0.6297 0.19 0.94 -0.82
H -1.0485 -2.2399 -0.0788 -0.73 -1.22 0.50
H 1.0074 -1.4064 -0.2855 0.66 0.69 0.04
```
Forces are in eV/Å.

Output
Energy above the lowest of the compared OMol25 structures with the same formula, charge and spin   122.2 kcal/mol
HOMO-LUMO gap   9.68 eV
E_LUMO   0.947 eV
Total charge   0
Maximum force   0.093 Eh/bohr

Mulliken atomic charge list, values in e, 2 entries: C -0.29; C -0.83

6.
DFT (the ωB97M-V functional and the def2-TZVPD basis) results for a single C3H6N2 molecule in a non-equilibrium geometry.

```
11
Properties=species:S:1:pos:R:3:forces:R:3
C 1.5667 0.1946 0.0830 3.12 -1.82 0.49
C -1.0245 -0.5000 0.5323 -0.37 0.07 1.90
C -0.8803 0.5114 -0.5105 0.01 -0.65 -1.27
H 2.7037 -0.0630 0.1726 -1.96 1.77 0.32
H 0.9631 1.0722 0.4606 1.94 -1.06 -0.06
H -2.0230 -0.9798 0.5673 0.83 0.27 0.61
H -0.3704 -0.3805 1.4746 -1.48 -0.30 -1.33
H -1.6444 0.6521 -1.2705 -0.05 0.04 0.40
H -0.0969 1.2778 -0.4606 -1.53 -0.25 -0.37
N 1.0786 -0.8667 -0.4265 1.31 0.67 0.51
N -0.2726 -0.9181 -0.6223 -1.82 1.25 -1.18
```
Forces are in eV/Å.

Output
Energy above the lowest of the compared OMol25 structures with the same formula, charge and spin   98.5 kcal/mol
HOMO-LUMO gap   10.15 eV
E_LUMO   1.054 eV
Total charge   0
SMILES   C=NN1CC1
Maximum force   0.071 Eh/bohr

Mulliken atomic charge list, values in e, 2 entries: C -0.36; C -0.07

7.
DFT (the ωB97M-V functional and the def2-TZVPD basis) results for a single C3H6N2 molecule in a non-equilibrium geometry.

```
11
Properties=species:S:1:pos:R:3:forces:R:3
C -0.8591 0.3198 0.2860 0.98 0.46 1.97
C 0.2695 1.1070 -0.3498 -0.85 -1.96 -3.74
C 0.9076 -1.0706 -0.3224 0.14 1.21 1.07
H -1.0629 0.6275 1.3092 -0.07 0.16 0.21
H -1.7725 0.3475 -0.2237 -1.30 0.30 -1.05
H 0.8279 1.8406 0.1477 0.26 1.18 0.95
H -0.1196 1.4242 -1.3358 0.17 1.03 0.71
H 1.5081 -2.0522 -0.1347 -0.96 2.02 -1.20
H -0.6004 -1.6198 1.1506 1.03 1.34 -2.40
N 1.2332 0.0869 -0.8158 1.64 -2.26 0.72
N -0.3316 -1.0111 0.2887 -1.04 -3.47 2.76
```
Forces are in eV/Å.

Output
Energy above the lowest of the compared OMol25 structures with the same formula, charge and spin   33.1 kcal/mol
HOMO-LUMO gap   9.33 eV
E_LUMO   0.984 eV
Total charge   0
SMILES   C1=NCCN1
Maximum force   0.089 Eh/bohr

Mulliken atomic charge list, values in e, 2 entries: C -0.41; C -0.33

8.
DFT (the ωB97M-V functional and the def2-TZVPD basis) results for a single C3H6N2 molecule in a non-equilibrium geometry.

```
11
Properties=species:S:1:pos:R:3:forces:R:3
C 1.4901 -1.0804 -0.2745 -0.15 -0.36 -0.20
N 0.2327 -0.3564 -0.0608 -0.03 -0.04 0.42
C -1.5388 1.6161 0.2024 -0.54 0.07 -0.09
C -1.7509 0.3684 -0.1504 0.66 -0.22 -0.06
N -1.3298 -0.7592 -0.4417 1.34 0.75 0.07
H 1.5042 -2.1342 0.0134 -0.06 -0.11 -0.16
H 2.2021 -0.5552 0.3937 -0.41 -0.19 -0.24
H 1.8871 -0.9443 -1.2852 -0.34 -0.16 0.07
H 0.0707 -0.3974 0.9347 0.18 0.19 0.24
H -1.5397 1.9322 1.2383 -0.35 0.00 -0.11
H -1.2276 2.3103 -0.5699 -0.31 0.08 0.06
```
Forces are in eV/Å.

Output
Energy above the lowest of the compared OMol25 structures with the same formula, charge and spin   103.3 kcal/mol
HOMO-LUMO gap   9.84 eV
E_LUMO   0.659 eV
Total charge   0
SMILES   C=C=NNC
Maximum force   0.030 Eh/bohr

Mulliken atomic charge list, values in e, 2 entries: C -0.74; N -0.24

9.
DFT (the ωB97M-V functional and the def2-TZVPD basis) results for a molecular structure, C3H6N2O.

```
12
Properties=species:S:1:pos:R:3:forces:R:3
C -1.7880 -0.3498 -0.6717 -0.05 -0.08 -0.10
N -1.2777 0.6717 0.2519 0.26 0.01 0.07
C 0.0240 0.7650 0.5393 0.01 -0.33 -0.05
N 0.9160 -0.1389 0.0270 0.03 -0.05 0.00
C 2.2762 -0.0338 0.2841 0.18 -0.15 -0.08
O 3.0881 -0.8196 -0.1377 -0.30 0.29 0.15
H -2.8358 -0.1382 -0.8920 0.18 -0.02 0.04
H -1.2270 -0.3860 -1.6159 -0.07 0.01 0.13
H -1.7318 -1.3354 -0.1926 0.01 0.15 -0.06
H -0.6491 1.7573 0.1414 -0.21 0.20 -0.10
H 0.6465 -0.9442 -0.5334 -0.02 0.10 0.06
H 2.5136 0.8441 0.9068 -0.02 -0.12 -0.07
```
Forces are in eV/Å.

Output
Energy above the lowest of the compared OMol25 structures with the same formula, charge and spin   93.2 kcal/mol
HOMO-LUMO gap   10.02 eV
E_LUMO   0.775 eV
Total charge   0
Maximum force   0.009 Eh/bohr

Mulliken atomic charge list, values in e, 2 entries: C -0.83; N -0.29

10.
DFT (the ωB97M-V functional and the def2-TZVPD basis) results for a single C3H6N2O molecule.

```
12
Properties=species:S:1:pos:R:3:forces:R:3
N 0.0366 0.3704 0.3964 -0.14 -0.02 -0.10
C 1.2191 -0.3872 -0.0738 0.22 -0.09 0.09
C -1.1319 -0.4219 -0.1707 0.30 0.02 -0.09
O -2.3498 -0.2561 0.4557 -0.01 0.41 0.21
C 2.3424 0.3329 -0.4686 0.46 0.34 -0.11
N 3.2753 0.9075 -0.8739 -0.55 -0.22 0.27
H -0.0307 0.5057 1.4141 -0.14 -0.17 -0.16
H 0.0359 1.3027 -0.0235 0.14 -0.14 0.12
H 1.2875 -1.3199 0.4690 0.27 0.10 -0.07
H -1.0827 -0.1310 -1.2172 -0.33 -0.19 -0.16
H -0.8199 -1.4564 -0.0684 -0.18 0.04 0.03
H -2.7818 0.5532 0.1609 -0.03 -0.06 -0.03
```
Forces are in eV/Å.

Output
Energy above the lowest of the compared OMol25 structures with the same formula, charge and spin   84.6 kcal/mol
HOMO-LUMO gap   7.18 eV
E_LUMO   -0.085 eV
Total charge   0
Maximum force   0.013 Eh/bohr

Mulliken atomic charge list, values in e, 2 entries: N -0.19; C -0.66

11.
DFT (the ωB97M-V functional and the def2-TZVPD basis) results for 2 unconnected molecules or ions with the total composition C3H6N2O.

```
12
Properties=species:S:1:pos:R:3:forces:R:3
C 0.2688 -1.1543 1.3357 0.11 -0.34 0.23
N -1.0100 3.1864 0.0964 0.05 -0.56 -0.49
C -0.7218 2.4968 -0.7795 0.13 0.74 0.24
N 0.0364 -0.3115 0.1832 -0.06 0.02 -0.76
C 0.3923 -0.6641 -1.0992 -0.21 0.17 0.16
O -0.0434 -0.1621 -2.1233 -0.02 0.28 0.56
H -0.6450 -1.6960 1.6034 0.16 -0.03 -0.01
H 1.0374 -1.8760 1.0664 0.01 -0.11 0.10
H 0.6126 -0.6206 2.2355 -0.09 0.12 -0.53
H -0.3829 1.8763 -1.5970 -0.23 -0.05 0.12
H -0.7075 0.3759 0.2847 0.30 -0.26 -0.24
H 1.1632 -1.4509 -1.2063 -0.15 0.03 0.62
```
Forces are in eV/Å.

Output
Energy above the lowest of the compared OMol25 structures with the same formula, charge and spin   32.8 kcal/mol
HOMO-LUMO gap   11.09 eV
E_LUMO   0.829 eV
Total charge   0
SMILES   CNC=O.C#N
Maximum force   0.015 Eh/bohr

Mulliken atomic charge list, values in e, 2 entries: C -0.76; N -0.38

12.
DFT (the ωB97M-V functional and the def2-TZVPD basis) results for a single C3H6N2O molecule in a non-equilibrium geometry.

```
12
Properties=species:S:1:pos:R:3:forces:R:3
N 1.3030 -0.8457 -0.4019 0.10 -0.24 -0.02
C -0.0663 -0.7284 0.0817 -0.13 -0.05 0.00
C -0.3671 0.7619 0.4813 -0.25 -0.15 0.13
O 0.5510 1.6444 -0.0856 0.17 -0.07 -0.10
C -1.7332 1.0734 0.0052 -0.94 0.16 -0.33
N -2.8053 1.2251 -0.4010 1.01 -0.10 0.44
H 1.8801 -1.4236 0.1959 -0.04 0.12 -0.05
H 1.3328 -1.2333 -1.3364 0.05 0.07 0.13
H -0.7659 -1.0275 -0.7024 0.10 0.05 0.10
H -0.2535 -1.3698 0.9483 0.02 0.10 -0.14
H -0.3681 0.8587 1.5777 0.00 -0.01 -0.17
H 1.2925 1.0648 -0.3629 -0.08 0.11 0.01
```
Forces are in eV/Å.

Output
Energy above the lowest of the compared OMol25 structures with the same formula, charge and spin   34.0 kcal/mol
HOMO-LUMO gap   11.18 eV
E_LUMO   0.564 eV
Total charge   0
SMILES   N#C[C@H](O)CN
Maximum force   0.021 Eh/bohr

Mulliken atomic charge list, values in e, 2 entries: N -0.61; C -0.46